{"formula": "C57H127N7O3", "method": "wB97M-V/def2-TZVPD", "orbital_gap_ev": 6.15, "charge": 6, "homo_ha": -0.535, "lumo_energy_ev": -8.420, "total_energy_ev": -77681.7134, "elements": ["O", "C", "O", "O", "H", "C", "C", "C", "N", "C", "C", "C", "C", "C", "H", "H", "H", "H", "H", "H", "H", "H", "H", "H", "H", "H", "H", "H", "H", "H", "H", "H", "C", "C", "C", "N", "C", "C", "C", "C", "C", "H", "H", "H", "H", "H", "H", "H", "H", "H", "H", "H", "H", "H", "H", "H", "H", "H", "H", "C", "C", "C", "N", "C", "C", "C", "C", "C", "H", "H", "H", "H", "H", "H", "H", "H", "H", "H", "H", "H", "H", "H", "H", "H", "H", "H", "C", "C", "C", "N", "C", "C", "C", "C", "C", "H", "H", "H", "H", "H", "H", "H", "H", "H", "H", "H", "H", "H", "H", "H", "H", "H", "H", "C", "C", "C", "N", "C", "C", "C", "C", "C", "H", "H", "H", "H", "H", "H", "H", "H", "H", "H", "H", "H", "H", "H", "H", "H", "H", "H", "C", "C", "C", "N", "C", "C", "C", "C", "C", "H", "H", "H", "H", "H", "H", "H", "H", "H", "H", "H", "H", "H", "H", "H", "H", "H", "H", "C", "C", "C", "N", "C", "C", "C", "C", "C", "H", "H", "H", "H", "H", "H", "H", "H", "H", "H", "H", "H", "H", "H", "H", "H", "H", "H"], "xyz": [[0.02, -0.31, -1.53], [-1.06, -0.29, -0.91], [-2.16, -0.35, -1.51], [-0.90, -0.16, 0.35], [0.60, -0.40, -0.77], [-1.57, 6.79, -0.80], [-1.60, 5.82, -2.04], [-0.98, 6.63, -3.21], [-1.11, 5.81, -4.53], [0.13, 4.77, -4.48], [-1.00, 6.63, -5.86], [-1.51, 5.75, -7.04], [-2.50, 4.78, -6.30], [-2.45, 5.05, -4.79], [-0.58, 7.25, -0.81], [-1.81, 6.24, 0.11], [-2.25, 7.62, -1.01], [-2.66, 5.75, -2.32], [-1.09, 4.88, -1.88], [0.07, 6.90, -3.10], [-1.60, 7.50, -3.41], [-0.06, 4.00, -3.73], [1.06, 5.32, -4.40], [-0.02, 4.23, -5.41], [0.01, 7.00, -5.99], [-1.69, 7.45, -5.69], [-0.72, 5.34, -7.68], [-2.08, 6.43, -7.68], [-2.18, 3.75, -6.46], [-3.51, 4.83, -6.71], [-2.69, 4.23, -4.12], [-3.16, 5.83, -4.51], [-8.94, -2.36, -0.75], [-8.21, -1.04, -0.43], [-9.11, 0.27, -0.45], [-8.20, 1.58, -0.19], [-7.47, 1.89, -1.52], [-9.11, 2.72, 0.32], [-8.22, 3.73, 1.05], [-7.01, 2.94, 1.38], [-7.12, 1.47, 0.86], [-8.57, -2.69, -1.72], [-10.00, -2.10, -0.71], [-8.75, -3.08, 0.06], [-7.47, -0.90, -1.21], [-7.53, -1.09, 0.42], [-9.59, 0.20, 0.52], [-9.90, 0.47, -1.17], [-7.05, 0.97, -1.93], [-6.76, 2.72, -1.39], [-8.27, 2.18, -2.20], [-9.87, 2.98, -0.42], [-9.72, 2.33, 1.13], [-8.02, 4.63, 0.46], [-8.81, 4.21, 1.82], [-6.06, 3.39, 1.13], [-7.05, 2.95, 2.47], [-6.19, 1.04, 0.48], [-7.54, 0.92, 1.71], [-7.43, -8.55, 7.89], [-6.02, -8.41, 7.23], [-6.20, -7.57, 5.91], [-4.98, -7.36, 4.97], [-4.38, -8.74, 4.80], [-4.03, -6.20, 5.51], [-3.36, -5.58, 4.19], [-4.20, -6.12, 3.04], [-5.41, -6.72, 3.68], [-7.82, -7.54, 8.02], [-7.47, -9.23, 8.74], [-7.97, -9.11, 7.12], [-5.57, -9.40, 7.18], [-5.21, -7.93, 7.78], [-6.45, -6.54, 6.18], [-7.03, -7.96, 5.32], [-3.84, -8.94, 5.73], [-3.71, -8.74, 3.94], [-5.09, -9.56, 4.74], [-3.41, -6.74, 6.22], [-4.68, -5.46, 5.96], [-2.31, -5.89, 4.15], [-3.37, -4.49, 4.17], [-3.68, -6.91, 2.49], [-4.61, -5.36, 2.39], [-5.79, -7.59, 3.13], [-6.20, -6.05, 4.00], [3.32, -4.99, -2.36], [1.84, -5.34, -2.28], [1.42, -6.58, -3.12], [0.60, -6.21, -4.36], [1.41, -5.21, -5.28], [-0.80, -5.69, -3.98], [-1.74, -6.10, -5.13], [-0.94, -7.04, -6.06], [0.24, -7.48, -5.21], [3.85, -5.36, -3.24], [3.93, -5.27, -1.51], [3.29, -3.90, -2.29], [1.22, -4.45, -2.37], [1.74, -5.71, -1.26], [0.83, -7.27, -2.53], [2.19, -7.31, -3.36], [2.35, -5.62, -5.63], [1.61, -4.27, -4.75], [0.72, -4.98, -6.09], [-0.74, -4.60, -3.91], [-1.19, -6.17, -3.08], [-2.23, -5.24, -5.59], [-2.46, -6.83, -4.75], [-0.52, -6.62, -6.97], [-1.50, -7.94, -6.33], [1.13, -7.81, -5.74], [-0.08, -8.25, -4.51], [4.49, 3.42, 1.70], [5.55, 4.42, 1.27], [6.97, 3.63, 1.25], [8.05, 4.35, 0.44], [7.86, 4.10, -1.07], [8.04, 5.92, 0.73], [9.41, 6.38, 0.24], [10.33, 5.24, 0.64], [9.38, 3.98, 0.90], [4.51, 2.54, 1.06], [3.44, 3.70, 1.61], [4.75, 3.09, 2.71], [5.58, 5.27, 1.96], [5.43, 4.69, 0.22], [6.85, 2.68, 0.74], [7.25, 3.56, 2.30], [8.80, 4.43, -1.52], [7.01, 4.66, -1.49], [7.73, 3.02, -1.11], [7.27, 6.44, 0.16], [7.98, 6.08, 1.80], [9.39, 6.62, -0.82], [9.72, 7.35, 0.63], [10.93, 5.08, -0.25], [10.98, 5.36, 1.51], [9.76, 3.18, 0.27], [9.41, 3.63, 1.93], [-2.82, 2.43, 7.03], [-2.18, 3.65, 7.77], [-2.37, 3.71, 9.27], [-1.51, 4.72, 10.08], [-1.79, 6.20, 9.82], [-0.02, 4.36, 10.00], [0.59, 4.75, 11.32], [-0.51, 4.68, 12.38], [-1.74, 4.20, 11.56], [-3.89, 2.63, 7.03], [-2.53, 1.50, 7.53], [-2.57, 2.34, 5.98], [-2.68, 4.48, 7.29], [-1.11, 3.70, 7.54], [-2.14, 2.68, 9.55], [-3.40, 3.81, 9.63], [-1.49, 6.44, 8.80], [-1.27, 6.71, 10.62], [-2.86, 6.43, 9.86], [0.39, 5.06, 9.28], [0.12, 3.32, 9.70], [1.04, 5.74, 11.22], [1.42, 4.10, 11.60], [-0.77, 5.56, 12.97], [-0.34, 3.89, 13.11], [-2.74, 4.37, 11.96], [-1.76, 3.12, 11.45], [5.74, -0.72, -5.18], [7.10, -1.15, -5.72], [7.08, -2.49, -6.59], [8.47, -2.92, -7.26], [9.38, -3.53, -6.10], [8.26, -3.84, -8.44], [7.85, -2.95, -9.62], [8.83, -1.79, -9.49], [9.30, -1.77, -8.05], [5.21, -0.06, -5.86], [5.77, -0.16, -4.25], [5.00, -1.49, -4.97], [7.99, -1.14, -5.10], [7.26, -0.39, -6.49], [6.46, -2.41, -7.48], [6.76, -3.34, -5.98], [8.72, -4.29, -5.67], [9.61, -2.77, -5.35], [10.16, -4.23, -6.39], [9.23, -4.34, -8.46], [7.44, -4.53, -8.26], [8.14, -3.34, -10.59], [6.83, -2.56, -9.64], [9.74, -1.92, -10.07], [8.32, -0.92, -9.90], [10.34, -2.09, -8.06], [9.40, -0.83, -7.51]], "lowdin_charge": [0.088, -0.979, -0.091, -0.116, 0.100, -0.071, -0.209, -0.121, -0.220, 0.067, -0.084, -0.114, -0.132, -0.095, 0.071, 0.079, 0.081, 0.096, 0.110, 0.130, 0.132, 0.096, 0.102, 0.090, 0.133, 0.131, 0.117, 0.119, 0.109, 0.123, 0.134, 0.125, -0.064, -0.228, -0.046, -0.237, 0.049, -0.084, -0.170, -0.161, -0.089, 0.083, 0.078, 0.076, 0.085, 0.100, 0.117, 0.141, 0.097, 0.110, 0.106, 0.143, 0.132, 0.119, 0.129, 0.120, 0.120, 0.142, 0.133, -0.057, -0.218, -0.119, -0.262, 0.030, -0.011, -0.112, -0.163, -0.137, 0.081, 0.090, 0.078, 0.103, 0.104, 0.120, 0.135, 0.103, 0.107, 0.120, 0.127, 0.125, 0.113, 0.116, 0.117, 0.127, 0.143, 0.141, -0.108, -0.212, -0.119, -0.220, 0.064, -0.080, -0.124, -0.153, -0.082, 0.070, 0.080, 0.071, 0.110, 0.113, 0.121, 0.137, 0.108, 0.096, 0.099, 0.131, 0.137, 0.125, 0.118, 0.112, 0.129, 0.138, 0.137, -0.105, -0.202, -0.091, -0.264, 0.061, -0.070, -0.170, -0.105, -0.112, 0.073, 0.081, 0.084, 0.110, 0.092, 0.122, 0.133, 0.108, 0.107, 0.105, 0.132, 0.145, 0.117, 0.135, 0.116, 0.127, 0.133, 0.137, -0.079, -0.234, -0.142, -0.215, 0.065, -0.113, -0.147, -0.119, -0.079, 0.077, 0.075, 0.077, 0.106, 0.108, 0.120, 0.143, 0.107, 0.112, 0.113, 0.129, 0.142, 0.122, 0.129, 0.123, 0.123, 0.141, 0.120, -0.103, -0.200, -0.058, -0.199, 0.047, -0.106, -0.141, -0.169, -0.061, 0.079, 0.074, 0.068, 0.102, 0.096, 0.114, 0.118, 0.090, 0.099, 0.108, 0.143, 0.136, 0.136, 0.118, 0.129, 0.126, 0.129, 0.125]}

---

{"formula": "C57H132N2O37P4", "method": "wB97M-V/def2-TZVPD", "orbital_gap_ev": 8.52, "charge": 0, "homo_ha": -0.305, "lumo_energy_ev": 0.220, "total_energy_ev": -177145.7126, "elements": ["C", "C", "N", "C", "C", "C", "C", "H", "H", "H", "H", "H", "H", "H", "H", "H", "H", "H", "H", "H", "H", "H", "C", "C", "N", "C", "C", "C", "C", "H", "H", "H", "H", "H", "H", "H", "H", "H", "H", "H", "H", "H", "H", "H", "C", "C", "O", "P", "O", "O", "C", "C", "O", "C", "C", "H", "H", "H", "H", "H", "H", "H", "H", "H", "H", "H", "H", "H", "H", "H", "C", "C", "O", "P", "O", "O", "C", "C", "O", "C", "C", "H", "H", "H", "H", "H", "H", "H", "H", "H", "H", "H", "H", "H", "H", "H", "C", "C", "O", "P", "O", "O", "C", "C", "O", "C", "C", "H", "H", "H", "H", "H", "H", "H", "H", "H", "H", "H", "H", "H", "H", "H", "C", "C", "O", "P", "O", "O", "C", "C", "O", "C", "C", "H", "H", "H", "H", "H", "H", "H", "H", "H", "H", "H", "H", "H", "H", "H", "C", "O", "C", "O", "O", "C", "H", "H", "H", "H", "H", "H", "C", "O", "C", "O", "O", "C", "H", "H", "H", "H", "H", "H", "C", "O", "C", "O", "O", "C", "H", "H", "H", "H", "H", "H", "C", "O", "C", "O", "O", "C", "H", "H", "H", "H", "H", "H", "C", "O", "C", "O", "O", "C", "H", "H", "H", "H", "H", "H", "C", "O", "C", "O", "O", "C", "H", "H", "H", "H", "H", "H", "C", "O", "C", "O", "O", "C", "H", "H", "H", "H", "H", "H"], "xyz": [[5.75, 3.35, 11.54], [4.26, 2.99, 11.56], [4.02, 1.83, 10.72], [3.59, 2.40, 9.43], [3.61, 1.33, 8.33], [3.18, 0.79, 11.37], [3.95, 0.11, 12.57], [5.97, 4.25, 12.12], [6.07, 3.59, 10.53], [6.53, 2.65, 11.84], [4.02, 2.84, 12.62], [3.66, 3.88, 11.37], [2.62, 2.89, 9.54], [4.22, 3.25, 9.19], [2.75, 0.66, 8.34], [3.43, 1.92, 7.43], [4.57, 0.81, 8.34], [2.93, -0.06, 10.73], [2.34, 1.33, 11.79], [4.92, -0.35, 12.34], [3.35, -0.65, 13.07], [4.17, 0.86, 13.33], [-0.60, -1.21, 2.36], [-1.72, -0.46, 1.64], [-1.73, 0.99, 1.93], [-2.91, 1.66, 1.34], [-3.32, 1.46, -0.10], [-0.48, 1.61, 1.43], [-0.16, 3.06, 1.77], [-0.69, -2.26, 2.09], [-0.72, -1.16, 3.45], [0.42, -0.98, 2.07], [-1.52, -0.67, 0.60], [-2.69, -0.96, 1.74], [-3.72, 1.40, 2.03], [-2.88, 2.73, 1.50], [-4.13, 2.16, -0.26], [-2.50, 1.76, -0.76], [-3.77, 0.51, -0.39], [-0.41, 1.49, 0.35], [0.30, 1.09, 1.99], [-0.66, 3.68, 1.02], [0.90, 3.23, 1.55], [-0.35, 3.37, 2.79], [-7.07, 0.28, -8.43], [-6.75, -0.95, -9.24], [-5.37, -1.27, -9.08], [-4.71, -2.55, -9.81], [-5.45, -3.85, -9.77], [-4.45, -2.00, -11.34], [-3.79, -2.77, -12.31], [-4.12, -2.27, -13.77], [-3.27, -2.66, -9.12], [-3.16, -3.28, -7.89], [-3.64, -2.34, -6.69], [-8.14, 0.33, -8.23], [-6.49, 0.35, -7.51], [-6.63, 1.15, -8.91], [-7.32, -1.80, -8.85], [-7.12, -0.87, -10.26], [-2.75, -2.97, -12.04], [-4.22, -3.77, -12.21], [-3.79, -1.25, -13.92], [-3.51, -2.97, -14.34], [-5.17, -2.34, -14.04], [-3.75, -4.19, -8.02], [-2.15, -3.57, -7.62], [-3.12, -1.38, -6.68], [-4.71, -2.21, -6.82], [-3.38, -2.85, -5.76], [4.00, -8.22, 5.67], [2.84, -9.25, 5.60], [2.80, -9.93, 6.85], [2.35, -11.49, 6.84], [1.17, -11.86, 6.00], [3.68, -12.35, 6.43], [4.95, -11.97, 6.95], [5.86, -11.48, 5.80], [2.11, -11.84, 8.41], [1.41, -13.06, 8.82], [0.05, -12.58, 9.37], [3.86, -7.60, 6.55], [4.91, -8.77, 5.88], [4.02, -7.45, 4.90], [1.90, -8.74, 5.40], [2.92, -9.87, 4.70], [4.78, -11.15, 7.64], [5.36, -12.84, 7.47], [6.76, -10.99, 6.16], [6.16, -12.29, 5.14], [5.34, -10.70, 5.24], [1.30, -13.81, 8.03], [1.93, -13.56, 9.64], [-0.03, -11.69, 10.00], [-0.53, -12.53, 8.45], [-0.49, -13.38, 9.89], [1.40, 0.78, -13.48], [0.69, 2.16, -13.58], [0.08, 2.40, -12.32], [-1.11, 3.56, -12.23], [-0.86, 4.84, -12.95], [-1.17, 3.81, -10.62], [-1.70, 2.83, -9.76], [-2.59, 3.40, -8.68], [-2.47, 2.78, -12.63], [-3.78, 3.39, -12.54], [-4.18, 4.06, -13.85], [1.94, 0.57, -12.55], [0.58, 0.07, -13.56], [1.95, 0.48, -14.37], [1.39, 2.97, -13.82], [-0.08, 2.12, -14.35], [-2.35, 2.15, -10.31], [-0.95, 2.14, -9.39], [-2.05, 4.11, -8.05], [-3.41, 3.90, -9.18], [-3.10, 2.67, -8.05], [-4.53, 2.62, -12.33], [-3.91, 4.04, -11.67], [-4.16, 3.33, -14.66], [-5.17, 4.51, -13.84], [-3.47, 4.84, -14.11], [5.49, 10.49, -3.53], [4.74, 9.17, -3.46], [5.71, 8.09, -3.15], [5.48, 6.94, -2.00], [6.72, 6.32, -1.52], [4.48, 7.60, -0.82], [5.08, 8.36, 0.24], [4.09, 8.11, 1.38], [4.52, 5.89, -2.75], [5.15, 4.99, -3.56], [4.14, 4.03, -4.11], [6.19, 10.43, -4.36], [4.77, 11.30, -3.60], [6.01, 10.67, -2.59], [3.96, 9.26, -2.71], [4.29, 9.01, -4.44], [6.09, 8.04, 0.50], [5.15, 9.43, 0.04], [4.24, 7.17, 1.91], [4.22, 8.88, 2.14], [3.04, 8.04, 1.09], [5.67, 5.50, -4.37], [5.90, 4.43, -2.99], [4.64, 3.35, -4.80], [3.73, 3.47, -3.27], [3.37, 4.55, -4.69], [8.34, 2.81, 3.95], [9.42, 3.23, 4.82], [10.58, 2.53, 4.84], [10.89, 1.49, 4.22], [11.37, 3.12, 5.79], [12.67, 2.55, 6.13], [7.52, 3.53, 3.98], [8.01, 1.78, 4.11], [8.68, 2.77, 2.92], [13.11, 3.08, 6.98], [13.44, 2.59, 5.35], [12.48, 1.52, 6.43], [-13.20, -0.31, -4.86], [-12.14, -0.36, -3.91], [-12.21, 0.11, -2.67], [-13.17, 0.77, -2.14], [-11.00, -0.13, -2.16], [-10.78, 0.34, -0.86], [-12.83, -0.46, -5.87], [-13.83, 0.58, -4.82], [-13.83, -1.18, -4.64], [-11.46, -0.13, -0.15], [-10.98, 1.41, -0.85], [-9.77, 0.21, -0.46], [3.89, -3.46, -2.29], [5.22, -3.07, -2.42], [5.74, -2.33, -1.59], [5.19, -1.86, -0.60], [7.08, -2.13, -1.99], [7.76, -1.18, -1.32], [3.71, -3.88, -1.30], [3.64, -4.26, -2.98], [3.25, -2.62, -2.56], [7.71, -0.19, -1.78], [8.79, -1.51, -1.14], [7.43, -1.08, -0.29], [-4.41, 4.79, 8.40], [-3.36, 5.36, 9.07], [-2.38, 6.09, 8.43], [-2.37, 6.36, 7.24], [-1.57, 6.46, 9.38], [-0.49, 7.31, 9.00], [-5.04, 4.08, 8.93], [-4.02, 4.30, 7.51], [-5.11, 5.57, 8.09], [0.25, 6.77, 8.41], [0.00, 7.79, 9.84], [-0.90, 8.09, 8.35], [-2.59, -7.10, 8.34], [-2.38, -5.66, 8.42], [-3.15, -4.72, 7.83], [-4.03, -4.93, 6.95], [-2.79, -3.51, 8.34], [-3.35, -2.29, 7.86], [-2.36, -7.36, 7.31], [-3.64, -7.32, 8.53], [-1.88, -7.63, 8.98], [-3.74, -1.69, 8.68], [-4.23, -2.43, 7.22], [-2.71, -1.66, 7.24], [-2.61, 8.77, -0.46], [-3.55, 7.99, -1.16], [-4.88, 8.01, -0.86], [-5.34, 8.49, 0.17], [-5.54, 7.31, -1.77], [-6.86, 7.01, -1.56], [-2.78, 9.83, -0.66], [-1.57, 8.54, -0.72], [-2.91, 8.72, 0.59], [-7.31, 7.99, -1.42], [-6.95, 6.44, -0.63], [-7.35, 6.52, -2.41], [-3.44, -7.97, -0.43], [-3.05, -8.94, -1.34], [-1.79, -8.98, -1.80], [-0.85, -8.26, -1.36], [-1.74, -9.83, -2.79], [-0.53, -9.86, -3.40], [-3.48, -7.03, -0.99], [-2.67, -7.83, 0.33], [-4.43, -8.18, -0.01], [0.22, -10.05, -2.63], [-0.30, -8.91, -3.87], [-0.50, -10.61, -4.19]], "lowdin_charge": [-0.091, -0.292, -0.193, -0.262, -0.085, -0.203, -0.086, 0.064, 0.059, 0.069, 0.098, 0.109, 0.107, 0.105, 0.063, 0.065, 0.079, 0.104, 0.107, 0.069, 0.063, 0.050, -0.099, -0.266, -0.166, -0.274, -0.096, -0.265, -0.093, 0.068, 0.072, 0.063, 0.101, 0.117, 0.109, 0.104, 0.069, 0.069, 0.068, 0.112, 0.096, 0.062, 0.070, 0.080, -0.072, -0.286, -0.189, 0.491, -0.245, -0.195, -0.276, -0.047, -0.181, -0.276, -0.048, 0.085, 0.077, 0.073, 0.116, 0.123, 0.117, 0.104, 0.065, 0.071, 0.075, 0.105, 0.112, 0.073, 0.057, 0.069, -0.060, -0.278, -0.189, 0.498, -0.246, -0.197, -0.266, -0.059, -0.205, -0.235, -0.075, 0.074, 0.055, 0.081, 0.116, 0.116, 0.104, 0.120, 0.078, 0.078, 0.050, 0.117, 0.107, 0.079, 0.069, 0.069, -0.061, -0.271, -0.199, 0.515, -0.246, -0.166, -0.317, -0.065, -0.206, -0.249, -0.073, 0.076, 0.064, 0.070, 0.114, 0.112, 0.103, 0.122, 0.079, 0.067, 0.078, 0.114, 0.111, 0.078, 0.079, 0.072, -0.081, -0.243, -0.197, 0.518, -0.230, -0.218, -0.259, -0.078, -0.174, -0.354, -0.068, 0.081, 0.080, 0.074, 0.108, 0.116, 0.113, 0.110, 0.074, 0.072, 0.077, 0.122, 0.117, 0.079, 0.082, 0.080, -0.031, -0.016, -0.520, 0.087, -0.035, -0.032, 0.093, 0.094, 0.090, 0.087, 0.091, 0.091, -0.033, -0.006, -0.528, 0.054, 0.003, -0.064, 0.092, 0.096, 0.095, 0.099, 0.097, 0.096, -0.021, 0.064, -0.609, 0.107, -0.009, -0.133, 0.108, 0.098, 0.109, 0.100, 0.097, 0.090, -0.094, -0.019, -0.574, 0.117, 0.021, -0.028, 0.094, 0.096, 0.096, 0.099, 0.096, 0.096, -0.008, -0.031, -0.513, 0.067, -0.010, -0.051, 0.092, 0.095, 0.092, 0.091, 0.086, 0.091, -0.055, -0.022, -0.553, 0.108, 0.000, -0.066, 0.092, 0.098, 0.092, 0.100, 0.105, 0.101, -0.063, -0.008, -0.556, 0.076, 0.033, -0.084, 0.098, 0.096, 0.099, 0.104, 0.104, 0.103]}